Entry 1:
Here is a 2-piece molecular cluster, C6H7Cl2O3S overall at a distorted geometry from the Open Molecules 2025 dataset. Energies are from ωB97M-V/def2-TZVPD.

Structure (XYZ):
```
19
Properties=species:S:1:pos:R:3:forces:R:3
C -2.672541 0.336192 -0.062940 0.4 0.1 -0.7
C 0.830516 0.865415 0.991979 0.4 0.2 -1.8
C 0.237792 0.027673 -0.150519 0.0 -1.6 0.4
C 1.650904 -0.002054 0.076028 0.8 0.9 -0.2
C 0.792702 2.382445 0.819187 5.1 -2.2 1.2
C -0.437235 -2.403283 -1.337009 1.5 0.7 -0.8
O -2.898326 0.879572 0.920254 -0.8 1.4 3.2
O -2.603950 0.223838 -1.204515 -0.2 -0.6 -3.1
O -1.906283 -1.328376 0.557034 -1.2 -0.7 1.1
S -0.452430 -1.557137 0.335854 0.9 0.0 -1.5
Cl 2.744271 0.791026 -1.267993 -0.2 -0.3 0.6
Cl 2.691818 -1.358392 0.766667 -0.6 0.6 -0.2
H 0.739623 0.559955 2.003827 0.2 -0.6 0.9
H -0.136199 2.680306 0.803090 -5.0 1.8 -0.8
H 1.462296 2.723557 0.031234 -0.5 0.0 -0.3
H 1.201122 2.797027 1.735117 0.3 0.3 0.3
H 0.486283 -2.009225 -1.933653 -1.6 -0.8 1.1
H -1.364669 -2.095118 -1.875620 0.7 -0.2 0.6
H -0.365703 -3.513428 -1.208030 -0.1 1.0 0.0
```
Positions in Å, forces in eV/Å.

Output
- HOMO level: -3.818 eV
- Charge: -1
- 2S+1: 1
- Gap between HOMO and LUMO: 7.1 eV
- Relative energy (zero: lowest compared OMol25 entry of this formula, charge and spin): 104.4 kJ/mol

---

Entry 2:
Here is a 2-piece molecular cluster, C6H7Cl3O3 overall at a distorted geometry from the Open Molecules 2025 dataset. Energies are from ωB97M-V/def2-TZVPD.

Structure (XYZ):
```
19
Properties=species:S:1:pos:R:3:forces:R:3
C 1.258116 -0.661139 0.214468 1.2 -4.6 -2.6
C 1.333322 0.061677 -0.859709 -0.7 3.3 0.2
O 1.965210 -0.287920 -2.003824 -0.5 0.3 -1.0
C 0.720393 1.463345 -0.840299 0.7 -0.3 -3.8
C 0.433883 2.254816 0.185673 0.4 -0.5 -1.0
O 0.659118 1.894063 1.479907 -0.5 1.2 -0.6
Cl -0.191917 3.852490 -0.257474 0.1 -0.5 1.0
H 1.463553 -1.758235 0.002643 0.1 1.3 1.1
H 0.943443 -0.294382 1.089078 -1.4 0.9 3.0
H 1.875123 -1.224352 -2.213642 0.0 0.0 0.3
H 0.521170 1.883133 -1.940894 0.4 -0.9 2.8
H 0.902127 2.711317 1.929723 0.0 0.0 0.5
O -2.990755 -1.094774 1.590733 -0.1 0.8 1.3
C -2.746360 -1.278740 0.305360 -0.3 0.4 -1.4
Cl -2.349691 -2.939143 -0.082155 0.0 0.5 -0.4
C -2.825143 -0.278212 -0.603935 -0.1 -0.2 -0.3
Cl -3.319053 1.357039 -0.200165 0.2 -0.7 0.4
H -3.265800 -1.858346 2.121394 0.2 0.0 -0.8
H -2.668212 -0.294193 -1.698516 0.2 -0.8 1.1
```
Positions in Å, forces in eV/Å.

Output
- HOMO level: -8.399 eV
- Charge: 0
- 2S+1: 1
- Gap between HOMO and LUMO: 8.9 eV
- Relative energy (zero: lowest compared OMol25 entry of this formula, charge and spin): 20.2 kJ/mol

---

Entry 3:
Here is an isolated ion of composition C6H7ClFN2O2 and charge -1 at a distorted geometry from the Open Molecules 2025 dataset. Energies are from ωB97M-V/def2-TZVPD.

Structure (XYZ):
```
19
Properties=species:S:1:pos:R:3:forces:R:3
C -0.205910 -0.804866 0.687708 0.0 -2.3 0.1
C -0.172674 -0.558247 -0.631648 -0.1 0.8 -1.8
C -1.210344 1.807075 -1.380458 -0.6 -1.9 -0.7
C 0.014577 0.828082 -1.031404 -0.4 1.8 3.4
C 1.044509 -0.170102 2.595293 0.6 1.4 -1.3
C -0.241800 -1.526677 -1.773759 -1.6 -1.8 1.4
N 0.266156 1.378230 0.973407 4.9 -1.7 -1.1
N 0.130517 0.156157 1.565231 -2.5 0.6 -1.3
O -1.429375 1.784720 -2.612863 0.2 0.5 0.8
O -1.876098 2.229424 -0.424228 0.2 0.4 -0.2
F 0.663456 -2.602378 -1.638691 0.8 -0.1 0.0
Cl 1.359707 1.206832 -2.014380 1.0 -0.2 -0.8
H -0.262071 -1.858310 1.037297 -0.1 0.8 0.0
H 1.118626 0.741685 3.139525 0.1 0.3 1.2
H 0.626629 -0.990636 3.114890 0.3 -1.0 0.8
H 1.975121 -0.239099 2.043963 0.9 -1.0 0.6
H -0.030180 -1.027925 -2.712170 -0.3 0.0 -0.1
H -1.216746 -2.144363 -1.744994 1.0 1.6 -0.5
H -0.554101 1.790398 0.807280 -4.6 1.7 -0.5
```
Positions in Å, forces in eV/Å.

Output
- HOMO level: -4.502 eV
- Charge: -1
- 2S+1: 1
- Gap between HOMO and LUMO: 8.0 eV
- Relative energy (zero: lowest compared OMol25 entry of this formula, charge and spin): 0.0 kJ/mol